{"formula": "C24H26AsO4Se2Ta", "method": "wB97M-V/def2-TZVPD", "elements": ["Ta", "O", "C", "C", "C", "O", "C", "Se", "C", "Se", "H", "H", "H", "H", "H", "H", "H", "H", "H", "H", "C", "C", "C", "C", "C", "C", "As", "C", "C", "C", "C", "C", "C", "C", "C", "C", "C", "C", "C", "H", "H", "H", "H", "H", "H", "H", "H", "H", "H", "H", "H", "H", "H", "H", "O", "C", "O", "H"], "coordinates": [[0.5063, 1.4160, -0.8303], [5.9807, 1.5107, -2.1536], [5.1348, 0.5455, -2.7379], [3.7238, 0.7968, -2.1697], [3.3736, 2.2491, -2.4382], [1.9280, 2.3923, -2.3249], [3.7936, 0.4892, -0.6707], [2.5208, 1.4797, 0.4820], [2.7908, -0.1167, -2.9601], [0.9979, -0.5046, -2.2494], [6.8895, 1.3836, -2.4478], [5.4480, -0.4772, -2.5018], [5.0996, 0.6484, -3.8285], [3.6651, 2.5293, -3.4501], [3.8589, 2.9228, -1.7323], [1.6210, 3.1880, -2.7826], [4.7540, 0.8128, -0.2738], [3.6438, -0.5673, -0.4540], [3.2110, -1.1190, -3.0357], [2.6177, 0.2655, -3.9652], [-3.1627, -4.3123, -0.8409], [-3.8058, -3.4123, -0.0049], [-3.2115, -2.1983, 0.3048], [-1.9643, -1.8829, -0.2357], [-1.3113, -2.7907, -1.0615], [-1.9176, -4.0019, -1.3652], [-1.1459, -0.2814, 0.4589], [-2.6126, 0.8773, 0.8959], [-2.6269, 1.6426, 2.0594], [-3.6874, 2.5064, 2.2900], [-4.7086, 2.6255, 1.3550], [-4.6771, 1.8830, 0.1828], [-3.6269, 1.0056, -0.0520], [-0.3276, -0.9410, 2.0704], [-1.1031, -1.0621, 3.2186], [-0.5566, -1.6647, 4.3439], [0.7424, -2.1496, 4.3153], [1.4990, -2.0542, 3.1548], [0.9645, -1.4496, 2.0273], [-3.6291, -5.2590, -1.0775], [-4.7746, -3.6526, 0.4117], [-3.7315, -1.5165, 0.9639], [-0.3333, -2.5893, -1.4682], [-1.4092, -4.7059, -2.0100], [-1.8262, 1.5732, 2.7836], [-3.7158, 3.0872, 3.2021], [-5.5339, 3.2993, 1.5428], [-5.4720, 1.9767, -0.5447], [-3.6232, 0.4098, -0.9578], [-2.1272, -0.7148, 3.2503], [-1.1527, -1.7601, 5.2414], [1.1634, -2.6154, 5.1960], [2.5023, -2.4579, 3.1259], [1.5487, -1.4100, 1.1155], [-0.3769, 2.7383, 0.5884], [-0.5744, 3.5982, -0.3229], [-0.3246, 3.2068, -1.5222], [-0.9288, 4.6074, -0.1107]], "forces_ev_per_a": [[1.5996, 0.7446, -0.6776], [-0.0077, -0.0156, -0.0117], [0.0436, 0.1176, -0.0110], [0.1163, -0.1668, 0.0047], [0.0964, 0.0842, -0.0296], [-0.1234, -0.0543, -0.0876], [-0.0013, -0.0219, -0.0070], [-0.2232, -0.1782, 0.3180], [-0.0954, 0.0231, -0.0954], [-0.2922, -0.4371, 0.1006], [-0.0063, 0.0153, -0.0059], [-0.0049, 0.0034, 0.0321], [0.0075, -0.0220, -0.0031], [-0.1032, -0.0009, -0.0269], [-0.0584, 0.0016, 0.0397], [-0.0929, -0.0364, 0.0452], [0.0219, -0.0047, -0.0569], [-0.0185, 0.0005, -0.0136], [0.0325, 0.0186, -0.0310], [0.1198, -0.0027, -0.0227], [0.0161, -0.0186, -0.0172], [-0.0228, 0.0408, 0.0192], [-0.0227, -0.0917, -0.0809], [-0.2025, -0.0218, -0.0266], [-0.0125, -0.0314, 0.0033], [-0.0021, 0.0155, -0.0014], [-0.0856, -0.3880, 0.1135], [-0.0785, 0.0294, -0.0257], [-0.0959, -0.0203, 0.0050], [0.0233, -0.0013, -0.0140], [-0.0112, 0.0255, 0.0172], [0.0528, -0.0151, -0.0239], [-0.0623, 0.0791, 0.0170], [-0.0724, 0.1227, 0.0954], [0.0713, -0.0889, 0.0868], [-0.0210, 0.0211, -0.0118], [0.0257, -0.0057, -0.0067], [-0.0125, 0.0167, -0.0145], [0.0188, -0.0683, 0.0463], [-0.0001, 0.0039, -0.0054], [0.0058, -0.0005, 0.0073], [0.0303, 0.0342, 0.0099], [0.0054, -0.0044, 0.0561], [0.0038, 0.0040, -0.0010], [0.0099, -0.0209, 0.0008], [-0.0039, 0.0001, -0.0014], [0.0015, -0.0033, 0.0034], [-0.0040, -0.0021, 0.0057], [0.0162, -0.0184, 0.0056], [-0.0001, 0.0286, -0.0333], [0.0033, 0.0050, -0.0001], [-0.0046, -0.0059, -0.0030], [-0.0022, -0.0042, 0.0051], [-0.0007, 0.0470, -0.0085], [-0.1799, 0.4155, 0.1501], [-0.0916, -0.4552, -0.0350], [-0.3025, 0.2969, 0.2060], [-0.0022, 0.0112, -0.0035]], "e_above_lowest_kcal_mol": 9.5, "e_tot_ha": -8326.24852, "orbital_gap_ha": 0.2319, "total_charge": 2}

{"formula": "C28H54ClO13P", "method": "wB97M-V/def2-TZVPD", "elements": ["C", "C", "C", "C", "C", "Cl", "O", "C", "O", "O", "C", "P", "O", "O", "O", "H", "H", "H", "H", "H", "H", "H", "H", "H", "H", "H", "H", "C", "C", "C", "O", "H", "H", "H", "H", "H", "H", "C", "C", "C", "O", "H", "H", "H", "H", "H", "H", "C", "C", "C", "O", "H", "H", "H", "H", "H", "H", "C", "C", "C", "O", "H", "H", "H", "H", "H", "H", "C", "C", "C", "O", "H", "H", "H", "H", "H", "H", "C", "C", "C", "O", "H", "H", "H", "H", "H", "H", "C", "C", "C", "O", "H", "H", "H", "H", "H", "H"], "coordinates": [[-4.0313, -4.0678, 1.5848], [-3.9706, -2.4695, 1.4441], [-2.4863, -1.8727, 1.2897], [-2.6685, -0.4266, 0.5452], [-1.6932, -1.6179, 2.6663], [-1.2715, 0.0874, 3.1874], [-0.3921, -2.2754, 2.3812], [-0.3266, -3.5609, 3.0487], [0.6770, -4.3209, 3.1430], [-1.6344, -3.8190, 3.6465], [-2.0315, -2.4490, 3.9914], [-3.6092, -2.1513, 4.9753], [-3.8876, -0.6332, 5.0683], [-4.9513, -3.0803, 4.5103], [-3.2441, -2.6373, 6.5999], [-5.0846, -4.3865, 1.2179], [-3.2771, -4.5930, 0.8794], [-3.9110, -4.4730, 2.6449], [-4.4921, -1.8828, 2.2753], [-4.5365, -2.2057, 0.4660], [-1.9005, -2.5396, 0.5553], [-3.4459, 0.2123, 1.1005], [-1.6698, 0.1163, 0.4074], [-3.0959, -0.6092, -0.5128], [-1.2211, -2.0553, 4.7280], [-5.6960, -2.4406, 4.3497], [-3.3210, -3.6227, 6.5510], [1.7901, 2.4288, -0.2175], [1.2765, 1.2044, 0.4892], [2.2756, 0.1340, 0.8387], [0.0933, 1.0814, 0.7696], [0.9591, 3.1128, -0.4061], [2.5267, 2.9365, 0.4075], [2.2332, 2.1474, -1.1712], [3.0341, 0.5399, 1.5102], [2.7419, -0.2503, -0.0713], [1.7631, -0.6887, 1.3443], [3.2425, -7.4777, 0.1170], [2.1358, -6.6177, -0.4338], [1.9779, -5.2374, 0.1456], [1.3976, -7.0237, -1.3135], [3.2379, -8.4440, -0.3927], [4.2078, -6.9962, -0.0544], [3.0871, -7.6446, 1.1851], [2.8872, -4.6566, -0.0248], [1.7661, -5.3051, 1.2146], [1.1427, -4.7324, -0.3453], [4.5119, 4.5492, 2.9584], [4.7408, 3.0764, 2.7522], [5.6236, 2.3643, 3.7432], [4.2303, 2.4822, 1.8178], [3.8559, 4.9280, 2.1681], [4.0306, 4.7183, 3.9246], [5.4634, 5.0838, 2.9102], [5.1921, 2.4366, 4.7439], [6.6245, 2.8010, 3.7299], [5.6982, 1.3091, 3.4694], [-9.4284, -5.7146, -0.1501], [-8.5109, -4.6593, 0.4078], [-8.9417, -3.9640, 1.6722], [-7.4614, -4.3788, -0.1417], [-8.9910, -6.1297, -1.0609], [-9.5536, -6.5203, 0.5766], [-10.3965, -5.2731, -0.3965], [-9.0452, -4.6920, 2.4799], [-9.8881, -3.4447, 1.5069], [-8.1845, -3.2298, 1.9573], [4.9944, 3.1746, -3.0974], [3.5550, 3.4701, -3.4277], [3.1969, 3.6355, -4.8803], [2.7135, 3.5711, -2.5510], [5.1057, 3.0808, -2.0144], [5.2971, 2.2341, -3.5632], [5.6307, 3.9914, -3.4452], [3.4193, 2.7170, -5.4243], [3.7535, 4.4728, -5.3070], [2.1289, 3.8441, -4.9683], [1.2692, 8.1563, 1.5259], [1.6173, 6.6916, 1.5324], [0.4904, 5.7118, 1.7226], [2.7670, 6.3137, 1.3893], [2.1786, 8.7440, 1.3798], [0.5789, 8.3705, 0.7071], [0.8213, 8.4363, 2.4818], [-0.2345, 5.8173, 0.9126], [0.0078, 5.8831, 2.6874], [0.8881, 4.6943, 1.7058], [3.6378, 2.4914, -9.4698], [2.3866, 2.7401, -8.6701], [1.0795, 2.7619, -9.4169], [2.4301, 2.9169, -7.4656], [4.5025, 2.5031, -8.8022], [3.5819, 1.5135, -9.9529], [3.7629, 3.2769, -10.2183], [0.9101, 1.7960, -9.8977], [1.0910, 3.5594, -10.1631], [0.2645, 2.9512, -8.7146]], "forces_ev_per_a": [[-0.9257, -0.1624, -0.3926], [0.4633, -0.1690, -0.5574], [-1.5955, 1.9952, -0.8905], [-0.0985, -0.5218, -0.6204], [0.7667, -1.4568, -0.2405], [-0.7378, -1.5557, -0.5063], [0.3014, -2.7952, 2.1088], [1.8644, -1.0881, 0.0683], [-5.1928, 3.8654, -0.7452], [2.3722, 1.7277, -0.5525], [0.9913, 0.3113, 0.1156], [-1.7491, 3.5863, 2.6012], [0.6605, -4.4476, -0.8905], [1.7701, 1.7920, 0.6139], [-0.7535, -1.0581, -3.8938], [1.7130, 0.4106, 0.6567], [-1.1106, 1.0222, 1.2023], [0.0063, 0.6890, -1.5357], [0.5615, -0.9895, -1.0430], [1.0216, -0.3662, 1.6371], [-0.5617, 0.9637, 1.6455], [1.3423, -0.8797, -0.6695], [-1.6490, -0.7581, 0.4752], [0.6172, 0.0975, 1.6614], [-1.6060, -0.4812, -0.8563], [0.9987, -0.6578, 0.2625], [0.1804, 0.7503, 0.5922], [-0.5934, -0.1889, 0.3802], [-0.5064, 0.2912, 0.0744], [-0.3556, -0.3919, 0.2690], [0.7623, 0.0976, -0.2773], [0.0796, -0.1537, -0.0854], [0.1757, -0.1565, -0.2382], [0.0990, 0.0269, 0.3151], [0.1011, 0.0259, -0.2775], [0.1741, 0.1321, 0.0666], [0.0001, 0.0873, -0.1022], [-0.0468, -0.3584, -0.2132], [-0.5539, -0.1500, -0.6283], [-0.2791, 0.0233, -0.1981], [0.4128, 0.1632, 0.4716], [-0.0232, 0.1492, 0.0538], [-0.0210, 0.0305, 0.2214], [0.1703, 0.1491, 0.0055], [0.0170, -0.0241, 0.2224], [0.2142, 0.1215, -0.0115], [0.1135, -0.0886, 0.0489], [-0.2510, -0.1635, -0.4744], [-0.2515, -0.1396, -0.4141], [-0.0301, -0.4703, -0.2090], [0.4341, 0.2608, 0.5906], [0.3249, -0.2168, 0.3531], [0.2097, 0.0642, 0.0778], [-0.0191, 0.0064, 0.2334], [0.1664, 0.1446, 0.0136], [-0.0810, 0.0829, 0.1891], [-0.0112, 0.1403, 0.0363], [0.2106, -0.1048, -0.3234], [0.7340, 0.1818, -0.3994], [0.3013, 0.2368, 0.0656], [-0.5540, -0.1396, 0.3244], [-0.0386, 0.0828, 0.1417], [-0.1983, 0.0955, 0.0117], [-0.0551, -0.1188, 0.1791], [-0.2131, 0.0449, -0.0382], [-0.0640, -0.1612, 0.1320], [-0.0882, -0.1066, -0.0787], [-0.0287, -0.0492, 0.4838], [-0.6344, 0.2442, 0.3243], [-0.2668, 0.0011, 0.4765], [0.6713, 0.2408, -0.8294], [-0.0346, 0.0198, -0.1358], [0.1072, 0.1445, -0.1354], [0.0455, -0.1533, -0.1480], [0.1380, 0.2274, -0.0396], [0.1153, -0.1896, -0.1290], [0.1827, -0.0724, -0.0042], [0.4118, 0.1585, -0.0533], [0.6022, -0.2808, -0.1151], [0.2930, -0.3338, -0.0025], [-0.8530, 0.5749, -0.1509], [-0.1184, -0.1052, 0.0174], [-0.1331, 0.0071, 0.1743], [-0.1815, 0.0022, -0.1316], [-0.1045, 0.0650, 0.1626], [-0.1616, 0.0879, -0.1345], [-0.0642, 0.1427, -0.0238], [0.2698, 0.0157, 0.3115], [-0.0203, 0.1147, 0.7633], [-0.2410, 0.0788, 0.3244], [-0.0917, -0.1553, -0.9881], [-0.1400, 0.0031, -0.0791], [-0.0261, 0.1349, -0.1743], [-0.0580, -0.1714, -0.1284], [0.0471, 0.1260, -0.1751], [0.0162, -0.1785, -0.1325], [0.1408, -0.0291, -0.0825]], "smiles": "CC[C@@H](C)[C@]1(Cl)OC(=O)O[C@@H]1P(=O)(O)O.CC(C)=O.CC(C)=O.CC(C)=O.CC(C)=O.CC(C)=O.CC(C)=O.CC(C)=O", "e_tot_ha": -2878.92045, "orbital_gap_ha": 0.3303}